No. 1
# C5H9N3S

2 unconnected molecules or ions with the total composition C5H9N3S at a distorted geometry (ωB97M-V/def2-TZVPD, the OMol25 dataset).

CARTESIAN COORDINATES (ANGSTROEM)
1 S 0.33 0.51 0.38
2 N 0.05 2.19 0.33
3 N -2.32 0.58 -0.23
4 N -3.36 -0.33 -0.33
5 C 3.38 -0.59 0.01
6 C -1.57 -1.55 -0.10
7 C -1.22 -0.14 -0.04
8 C 3.55 0.68 -0.01
9 C -2.92 -1.59 -0.13
10 H 2.85 -1.05 -0.73
11 H -3.61 -2.50 -0.20
12 H -0.52 2.46 1.18
13 H 3.27 1.22 -0.77
14 H 3.92 1.25 0.76
15 H -4.30 -0.06 -0.44
16 H 3.72 -1.18 0.77
17 H -0.44 2.52 -0.54
18 H -0.80 -2.42 0.09

Summary:
HOMO: -8.2 eV
Calculated total energy: -20633.530 eV
SMILES: NSc1cc[nH]n1.C=C
Gap between HOMO and LUMO: 9.09 eV

Here are the Löwdin charges for atoms 1 to 5, given in e: S 0.889; N -0.361; N 0.013; N -0.028; C -0.087

No. 2
# C5H9N4

A gas-phase ion, C5H9N4 (charge +1) at a distorted geometry (ωB97M-V/def2-TZVPD, the OMol25 dataset).

CARTESIAN COORDINATES (ANGSTROEM)
1 N 0.97 1.25 0.66
2 N -2.38 0.44 0.31
3 N 1.02 -0.99 0.51
4 N -0.25 1.30 0.91
5 C 2.70 0.07 -0.81
6 C -0.20 -0.99 1.13
7 C -1.57 0.18 -0.89
8 C -0.97 0.18 0.47
9 C 1.53 0.07 0.07
10 H 2.38 -0.42 -1.78
11 H 3.07 1.07 -1.03
12 H -2.78 1.36 0.20
13 H -0.75 -1.83 0.78
14 H -1.77 -0.80 -1.33
15 H 3.46 -0.66 -0.49
16 H -3.07 -0.29 0.57
17 H -0.06 -0.98 2.25
18 H -1.34 1.03 -1.55

Summary:
HOMO: -13.3 eV
Total charge: +1
Calculated total energy: -11280.738 eV
SMILES: CC1=NC[C@]2(C[NH2+]2)N=N1
Gap between HOMO and LUMO: 8.86 eV

Here are the Löwdin charges for atoms 1 to 5, given in e: N 0.154; N 0.198; N 0.124; N 0.112; C -0.001

No. 3
# C5H9N4S2

A gas-phase ion, C5H9N4S2 (charge +1) at a distorted geometry (ωB97M-V/def2-TZVPD, the OMol25 dataset).

CARTESIAN COORDINATES (ANGSTROEM)
1 S 3.20 0.39 -0.71
2 S -3.06 -0.17 -0.14
3 N 1.32 -0.02 1.08
4 N -1.95 1.53 1.47
5 N 3.44 -0.63 1.80
6 N -0.57 0.68 -0.19
7 C -2.16 -1.13 -1.42
8 C 1.61 0.87 -1.18
9 C -1.73 0.70 0.47
10 C 0.74 0.54 0.04
11 C 2.65 -0.07 0.87
12 H -2.95 1.76 1.72
13 H 1.17 0.40 -2.09
14 H -1.19 2.19 1.71
15 H -2.66 -2.05 -1.66
16 H -1.17 -1.14 -1.26
17 H 2.92 -1.22 2.49
18 H -2.38 -0.63 -2.34
19 H 4.37 -0.38 1.57
20 H 1.61 1.98 -1.34

Summary:
HOMO: -13.0 eV
Total charge: +1
Calculated total energy: -32955.269 eV
Gap between HOMO and LUMO: 9.40 eV

Here are the Löwdin charges for atoms 1 to 5, given in e: S 1.058; S 1.028; N 0.122; N 0.126; N 0.158

No. 4
# C5H9N5

2 unconnected molecules or ions with the total composition C5H9N5 at a distorted geometry (ωB97M-V/def2-TZVPD, the OMol25 dataset).

CARTESIAN COORDINATES (ANGSTROEM)
1 N -1.70 0.01 0.10
2 N -3.73 0.49 -0.55
3 N 1.25 -1.02 -0.54
4 N -3.76 -0.37 0.42
5 N 1.28 1.03 0.38
6 C -2.42 0.76 -0.74
7 C -2.57 -0.70 0.87
8 C 0.65 -0.02 -0.01
9 C 2.72 0.76 0.22
10 C 2.76 -0.50 -0.50
11 H 0.78 1.81 0.97
12 H -2.09 1.43 -1.44
13 H -2.41 -1.40 1.65
14 H -4.64 -0.73 0.71
15 H 2.96 1.72 -0.38
16 H 3.28 -0.63 -1.50
17 H 3.27 -1.35 0.01
18 H 3.23 0.69 1.11
19 H 1.12 -1.97 -0.78

Summary:
HOMO (alpha / beta): -18.4 / -18.4 eV
Total charge: +2
Calculated total energy: -12758.958 eV
Gap between HOMO and LUMO (alpha / beta): 6.65 / 6.65 eV

Here are the Löwdin charges for atoms 1 to 5, given in e: N 0.143; N 0.142; N 0.200; N 0.069; N 0.120

No. 5
# C5H9N6

A gas-phase ion, C5H9N6 (charge +1) at a distorted geometry (ωB97M-V/def2-TZVPD, the OMol25 dataset).

CARTESIAN COORDINATES (ANGSTROEM)
1 N 2.23 -1.04 0.48
2 N -3.08 -0.83 -0.01
3 N -3.62 -1.94 -0.15
4 N -1.60 1.08 -0.34
5 N 1.10 -0.61 -0.18
6 N 1.02 -2.76 0.00
7 C -2.08 -0.17 -0.09
8 C 2.14 -2.36 0.47
9 C 0.91 0.87 -0.23
10 C -0.46 1.52 0.26
11 C 0.37 -1.70 -0.33
12 H 0.96 1.06 -1.32
13 H -0.47 1.44 1.40
14 H -0.42 2.65 0.04
15 H 1.91 1.24 0.05
16 H -0.66 -1.70 -0.64
17 H 2.83 -3.01 0.90
18 H -1.94 1.39 -1.34
19 H -4.55 -2.12 0.32
20 H 2.97 -0.34 0.62

Summary:
HOMO (alpha / beta): -11.6 / -11.6 eV
Total charge: +1
Calculated total energy: -14259.658 eV
Gap between HOMO and LUMO (alpha / beta): 7.79 / 7.79 eV

Here are the Löwdin charges for atoms 1 to 5, given in e: N 0.162; N -0.087; N 0.045; N -0.041; N -0.013

No. 6
# C5H9N6O2

A gas-phase ion, C5H9N6O2 (charge +1) at a distorted geometry (ωB97M-V/def2-TZVPD, the OMol25 dataset).

CARTESIAN COORDINATES (ANGSTROEM)
1 O 0.13 -0.77 2.33
2 O 2.09 1.32 1.42
3 N 0.38 -0.28 0.29
4 N 0.26 1.02 -1.52
5 N 2.68 2.37 -0.44
6 N -0.65 -0.83 -0.04
7 N -1.46 -2.24 3.02
8 N -0.78 0.46 -1.84
9 C -0.81 -1.51 2.15
10 C 1.90 1.53 0.18
11 C -1.09 0.24 -3.19
12 C 0.81 0.86 -0.40
13 C -1.31 -1.55 0.74
14 H -1.20 -2.45 3.95
15 H -2.37 -2.70 2.75
16 H -1.36 -0.80 -3.27
17 H 3.27 2.99 0.19
18 H 1.46 0.61 1.88
19 H -2.11 -2.33 0.48
20 H -0.38 0.62 -3.98
21 H 2.48 2.63 -1.40
22 H -1.96 0.82 -3.29

Summary:
HOMO (alpha / beta): -12.1 / -12.1 eV
Total charge: +1
Calculated total energy: -18355.676 eV
SMILES: C/N=N/C(=N\N=C/C(N)=O)C(=[NH2+])O
Gap between HOMO and LUMO (alpha / beta): 7.52 / 7.52 eV

Here are the Löwdin charges for atoms 1 to 5, given in e: O 0.059; O 0.189; N 0.099; N 0.103; N 0.251

No. 7
# C5H9NO

A gas-phase ion, C5H9NO (charge -1) at a distorted geometry (ωB97M-V/def2-TZVPD, the OMol25 dataset).

CARTESIAN COORDINATES (ANGSTROEM)
1 O 2.80 1.22 0.60
2 N -1.58 -1.43 0.16
3 C -1.79 -2.45 0.93
4 C -0.38 -0.65 0.30
5 C 1.92 1.82 0.05
6 C -0.42 0.61 -0.52
7 C 0.91 1.20 -0.95
8 H 1.65 0.55 -1.62
9 H 1.85 2.94 0.20
10 H 0.49 -1.27 0.04
11 H -0.28 -0.30 1.32
12 H -1.09 0.44 -1.40
13 H -0.80 1.44 0.14
14 H -1.21 -3.02 1.67
15 H -2.75 -3.00 0.85
16 H 0.67 1.91 -1.78

Summary:
HOMO (alpha / beta): 1.0 / -3.7 eV
Total charge: -1
Calculated total energy: -8865.249 eV
Spin multiplicity: 2
Gap between HOMO and LUMO (alpha / beta): 2.76 / 7.30 eV

Here are the Löwdin charges for atoms 1 to 5, given in e: O 0.009; N -0.171; C -0.312; C -0.378; C -0.306

No. 8
# C5H9NO

C5H9NO in the gas phase (ωB97M-V/def2-TZVPD, the OMol25 dataset).

CARTESIAN COORDINATES (ANGSTROEM)
1 O -0.69 -1.08 -2.11
2 N 0.13 1.16 -1.76
3 C -0.19 0.54 -0.24
4 C -1.43 0.54 0.65
5 C -0.28 -0.09 -1.55
6 C 0.97 -1.23 0.74
7 C 1.08 0.31 0.52
8 H 1.92 -1.71 0.52
9 H -2.06 -0.33 0.42
10 H 0.62 -1.49 1.74
11 H -0.24 1.67 -2.56
12 H 1.95 0.58 -0.09
13 H -2.02 1.45 0.52
14 H 1.14 0.88 1.46
15 H 0.25 -1.67 0.03
16 H -1.15 0.46 1.71

Summary:
HOMO: -9.4 eV
Calculated total energy: -8866.352 eV
SMILES: CC[C@@]1(C)NC1=O
Gap between HOMO and LUMO: 10.33 eV

Here are the Löwdin charges for atoms 1 to 5, given in e: O 0.080; N 0.201; C -0.300; C -0.003; C -0.564

No. 9
# C5H9NO

C5H9NO in the gas phase (ωB97M-V/def2-TZVPD, the OMol25 dataset).

CARTESIAN COORDINATES (ANGSTROEM)
1 O 3.07 -0.49 0.75
2 N 1.92 -0.83 0.35
3 C 0.75 1.40 0.40
4 C -1.52 -1.25 -0.18
5 C 0.87 -0.08 0.26
6 C -0.43 -0.24 -0.50
7 C -0.70 1.25 -0.14
8 H -0.18 -0.34 -1.57
9 H -1.21 -2.28 -0.38
10 H -0.99 1.89 -0.97
11 H -1.44 1.33 0.66
12 H 1.80 -1.81 0.05
13 H -1.87 -1.19 0.86
14 H 1.44 1.92 -0.28
15 H -2.38 -1.04 -0.83
16 H 0.87 1.84 1.40

Summary:
HOMO (alpha / beta): -8.3 / -8.3 eV
Calculated total energy: -8865.614 eV
SMILES: C[C@H]1CC/C1=[NH+]\[O-]
Gap between HOMO and LUMO (alpha / beta): 9.06 / 9.06 eV

Here are the Löwdin charges for atoms 1 to 5, given in e: O -0.107; N -0.122; C -0.087; C -0.065; C -0.204

No. 10
# C5H9NO

C5H9NO in the gas phase (ωB97M-V/def2-TZVPD, the OMol25 dataset).

CARTESIAN COORDINATES (ANGSTROEM)
1 O -2.65 -0.66 -1.32
2 N 1.04 -0.93 1.09
3 C -2.15 0.20 -0.63
4 C -0.08 -0.91 0.16
5 C 1.48 1.19 -0.23
6 C 1.22 -0.29 -0.21
7 C -1.30 -0.12 0.57
8 H 0.91 1.71 0.54
9 H -2.29 1.27 -0.89
10 H -1.90 -0.73 1.26
11 H 1.48 -1.85 1.12
12 H -1.01 0.79 1.11
13 H 1.80 -0.85 -0.96
14 H -0.33 -1.84 -0.36
15 H 1.22 1.62 -1.21
16 H 2.54 1.40 -0.05

Summary:
HOMO: -9.8 eV
Calculated total energy: -8867.183 eV
SMILES: C[C@H]1N[C@H]1CC=O
Gap between HOMO and LUMO: 10.88 eV

Here are the Löwdin charges for atoms 1 to 5, given in e: O 0.049; N 0.056; C -0.253; C -0.297; C -0.059

No. 11
# C5H9NO

2 unconnected molecules or ions with the total composition C5H9NO at a distorted geometry (ωB97M-V/def2-TZVPD, the OMol25 dataset).

CARTESIAN COORDINATES (ANGSTROEM)
1 O -2.84 -0.62 -0.26
2 N 2.89 0.41 0.94
3 C 1.07 -0.58 -0.26
4 C -0.87 0.13 -1.22
5 C 1.66 0.50 0.17
6 C -2.21 0.31 -0.71
7 C -0.17 -1.09 -0.89
8 H 0.12 -1.55 -1.84
9 H 2.68 0.65 1.91
10 H -0.28 0.67 -1.94
11 H 3.18 -0.56 1.01
12 H -0.70 -1.86 -0.32
13 H 1.62 1.55 -0.14
14 H -2.65 1.30 -0.84
15 H -1.99 0.53 2.43
16 H -1.51 0.20 1.96

Summary:
HOMO: -8.1 eV
Calculated total energy: -8862.157 eV
Gap between HOMO and LUMO: 6.37 eV

Here are the Löwdin charges for atoms 1 to 5, given in e: O 0.012; N 0.003; C 0.104; C -0.055; C -0.228

No. 12
# C5H9NO

2 unconnected molecules or ions with the total composition C5H9NO at a distorted geometry (ωB97M-V/def2-TZVPD, the OMol25 dataset).

CARTESIAN COORDINATES (ANGSTROEM)
1 O 1.66 2.25 0.17
2 N -0.74 -0.80 0.11
3 C 0.26 -0.28 -0.37
4 C -1.45 -1.88 -0.34
5 C 0.81 1.62 0.69
6 C -0.32 1.96 1.59
7 C 1.33 -0.56 -1.36
8 H -1.83 -2.52 0.36
9 H -0.90 -2.57 -0.97
10 H -2.39 -1.60 -0.83
11 H 1.17 0.04 -2.21
12 H -1.09 2.63 1.15
13 H 1.67 -1.62 -1.45
14 H -0.67 0.92 1.91
15 H 0.15 2.55 2.45
16 H 2.32 -0.16 -0.89

Summary:
HOMO: -7.2 eV
Calculated total energy: -8864.750 eV
Gap between HOMO and LUMO: 8.06 eV

Here are the Löwdin charges for atoms 1 to 5, given in e: O 0.067; N -0.022; C -0.187; C -0.152; C -0.299

Relative energy (zero: lowest compared OMol25 entry of this formula, charge and spin), respectively: 52.2, 109.4, 0.0, 96.0, 78.0, 51.9, 44.9, 66.0, 83.0, 46.8, 162.7, 102.9 kcal per mole.